Entry 1:
A 2-piece molecular cluster, C17H25N5O5 overall, computed with ωB97M-V/def2-TZVPD.

Structure (XYZ):
```
52
Properties=species:S:1:pos:R:3
O 2.59 0.31 0.16
O -0.79 -0.70 2.50
O 0.00 -4.42 -2.32
N 0.19 -0.79 -2.98
N -2.06 5.03 1.05
O -1.09 -3.53 -4.09
O 0.89 -1.47 -4.00
C 2.13 0.30 1.29
C -0.37 0.09 3.34
C -0.02 -3.64 -3.27
C -0.08 0.47 -3.20
C -2.22 3.75 1.02
C -1.16 0.71 -0.95
C -0.82 2.67 -2.32
C -1.68 1.50 0.07
C -1.32 3.47 -1.29
C -0.71 1.28 -2.15
C -1.75 2.90 -0.08
N -2.87 3.28 2.12
N -0.68 -0.02 4.64
N 1.16 1.15 1.63
C 2.70 -0.66 2.31
C -1.50 -1.10 5.19
C 0.52 1.28 2.95
C 2.23 -2.73 -2.40
C 1.98 -3.45 -4.78
C 1.25 -2.81 -3.59
H -2.39 5.52 1.87
H -1.76 -4.11 -3.70
H 0.22 0.93 -4.13
H -1.08 -0.37 -0.79
H -0.48 3.14 -3.24
H -2.00 1.02 0.98
H -1.37 4.55 -1.43
H -3.43 3.95 2.62
H -3.23 2.33 2.03
H -0.31 0.67 5.28
H 0.80 1.71 0.88
H 1.94 -1.40 2.55
H 3.00 -0.12 3.20
H 3.56 -1.16 1.88
H -1.55 -1.02 6.28
H -1.06 -2.07 4.93
H -2.50 -1.05 4.78
H 1.28 1.41 3.71
H -0.10 2.18 2.94
H 1.73 -2.33 -1.51
H 2.62 -3.73 -2.15
H 3.08 -2.08 -2.64
H 2.28 -4.47 -4.53
H 1.33 -3.48 -5.65
H 2.88 -2.88 -5.03
```

Energy above the lowest of the compared OMol25 structures with the same formula, charge and spin = 2.592 eV
Total charge = 0
Highest occupied orbital energy = -8.5 eV
Strongest force on any atom = 3.69 eV Å⁻¹
SMILES = [H]/N=C(\N)c1ccc(/C=N/OC(C)(C)C(=O)O)cc1.CNC(=O)CNC(C)=O
HOMO-LUMO gap = 8.6 eV

***

Entry 2:
C37H30AlClIN2OP2Se as an isolated structure, computed with ωB97M-V/def2-TZVPD.

Structure (XYZ):
```
76
Properties=species:S:1:pos:R:3
Al -1.47 0.41 -0.44
Cl -2.04 6.83 -2.26
C -2.25 5.28 -1.54
C -3.19 5.09 -0.57
C -3.39 3.83 0.04
I -4.91 3.58 1.43
C -2.62 2.75 -0.32
O -2.71 1.53 0.19
C -1.65 2.95 -1.35
N -0.95 1.82 -1.71
C -0.09 1.89 -2.71
C 0.16 3.09 -3.39
C -0.51 4.23 -3.02
C -1.46 4.19 -1.98
H -3.80 5.93 -0.26
H 0.40 0.97 -2.98
H 0.88 3.10 -4.20
H -0.33 5.16 -3.53
C 2.89 0.01 0.12
C 2.34 -0.74 -1.09
P 0.95 -1.82 -0.54
C -0.05 -2.08 -2.02
C 0.20 -1.66 -3.27
C -0.82 -1.76 -4.32
C -1.86 -2.56 -4.17
C -1.92 -3.45 -2.96
C -1.36 -2.76 -1.71
C 1.75 -3.43 -0.25
C 2.06 -3.76 1.07
C 2.71 -4.95 1.35
C 3.05 -5.82 0.32
C 2.73 -5.50 -1.00
C 2.08 -4.30 -1.28
C 2.01 1.18 0.59
P 0.31 0.84 1.19
C 0.42 -0.36 2.53
C -0.65 -1.22 2.76
C -0.59 -2.12 3.81
C 0.54 -2.18 4.62
C 1.60 -1.33 4.39
C 1.55 -0.41 3.35
C -0.16 2.42 1.97
C -1.34 2.43 2.72
C -1.74 3.58 3.37
C -0.99 4.74 3.26
C 0.18 4.75 2.51
C 0.59 3.59 1.87
H 3.87 0.43 -0.13
H 3.05 -0.68 0.95
H 3.12 -1.32 -1.58
H 1.95 -0.02 -1.82
H 1.14 -1.19 -3.52
H -0.70 -1.16 -5.22
H -2.64 -2.65 -4.92
H -1.26 -4.31 -3.15
H -1.23 -3.51 -0.93
H 1.77 -3.09 1.87
H 2.96 -5.21 2.37
H 3.55 -6.75 0.54
H 2.98 -6.18 -1.80
H 1.84 -4.05 -2.31
H 1.92 1.93 -0.19
H 2.50 1.67 1.44
H -1.52 -1.21 2.12
H -1.42 -2.79 3.99
H 0.58 -2.89 5.43
H 2.48 -1.37 5.02
H 2.38 0.27 3.19
H -1.94 1.54 2.80
H -2.65 3.58 3.96
H -1.30 5.64 3.77
H 0.77 5.65 2.42
H 1.50 3.62 1.28
Se -2.67 -1.48 -0.93
C -3.26 -4.00 -2.72
N -4.31 -4.44 -2.54
```

Energy above the lowest of the compared OMol25 structures with the same formula, charge and spin = 1.338 eV
Total charge = +1
Highest occupied orbital energy = -10.8 eV
Strongest force on any atom = 0.32 eV Å⁻¹
HOMO-LUMO gap = 7.2 eV

***

Entry 3:
An isolated molecule of CH4INS, computed with ωB97M-V/def2-TZVPD.

Structure (XYZ):
```
8
Properties=species:S:1:pos:R:3
C -0.50 -0.57 -0.36
N 0.22 0.27 0.62
S 1.78 0.83 0.12
I -2.62 -0.58 0.25
H -0.10 -1.51 -0.54
H -0.49 0.10 -1.15
H 0.46 -0.54 1.27
H 1.25 2.00 -0.20
```

Energy above the lowest of the compared OMol25 structures with the same formula, charge and spin = 0.964 eV
Total charge = 0
Highest occupied orbital energy = -9.3 eV
Strongest force on any atom = 4.43 eV Å⁻¹
SMILES = SNCI
HOMO-LUMO gap = 9.6 eV

***

Entry 4:
An isolated molecule of C4H6N2, computed with ωB97M-V/def2-TZVPD.

Structure (XYZ):
```
12
Properties=species:S:1:pos:R:3
C 0.64 -1.40 -0.83
C 0.01 -0.19 -0.21
C 0.66 0.73 0.57
N -0.28 1.54 1.10
N -1.52 1.25 0.68
C -1.35 0.22 -0.13
H 0.39 -1.53 -1.89
H 1.73 -1.37 -0.75
H 0.31 -2.31 -0.31
H 1.71 0.90 0.74
H -0.12 2.32 1.72
H -2.20 -0.17 -0.69
```

Energy above the lowest of the compared OMol25 structures with the same formula, charge and spin = 0.626 eV
Total charge = 0
Highest occupied orbital energy = -9.0 eV
Strongest force on any atom = 0.32 eV Å⁻¹
SMILES = Cc1cn[nH]c1
HOMO-LUMO gap = 10.1 eV

***

no.,E_tot (a.u.)
1,-1312.76797
2,-5697.10820
3,-791.08095
4,-265.51256